Record 1
{"formula": "C29H32BCl5N4O3Ru", "method": "wB97M-V/def2-TZVPD", "elements": ["Ru", "Cl", "C", "C", "C", "Cl", "C", "Cl", "C", "Cl", "C", "Cl", "C", "C", "C", "C", "C", "C", "C", "C", "O", "B", "O", "C", "C", "H", "H", "H", "H", "H", "H", "H", "H", "H", "H", "H", "H", "O", "N", "C", "C", "C", "C", "C", "H", "H", "H", "H", "H", "C", "C", "N", "C", "C", "N", "H", "H", "H", "H", "H", "H", "C", "C", "C", "C", "N", "H", "H", "H", "H", "H", "H", "H", "H", "H"], "positions_angstrom": [[-1.116, -1.885, -0.199], [-2.614, 0.821, -1.068], [-3.735, -0.525, -1.045], [-3.192, -1.810, -0.895], [-4.161, -2.814, -0.906], [-3.614, -4.481, -0.792], [-5.532, -2.584, -0.978], [-6.680, -3.900, -0.926], [-6.011, -1.282, -1.086], [-7.721, -0.963, -1.177], [-5.088, -0.235, -1.135], [-5.673, 1.400, -1.294], [2.337, 7.057, 0.426], [2.257, 6.107, -0.769], [3.633, 6.096, -1.452], [1.220, 6.662, -1.756], [1.857, 4.690, -0.356], [1.401, 4.376, 0.918], [0.996, 3.073, 1.270], [1.060, 2.100, 0.307], [0.742, 0.798, 0.391], [0.946, 0.210, -0.932], [1.473, 1.299, -1.752], [1.511, 2.404, -0.980], [1.907, 3.668, -1.328], [2.643, 8.048, 0.079], [3.064, 6.712, 1.165], [1.371, 7.163, 0.924], [3.953, 7.120, -1.668], [3.616, 5.547, -2.395], [4.380, 5.625, -0.808], [1.538, 7.636, -2.145], [0.250, 6.783, -1.267], [1.079, 5.984, -2.600], [1.352, 5.143, 1.680], [0.636, 2.842, 2.264], [2.236, 3.860, -2.342], [-0.935, -3.955, 0.816], [0.160, -4.212, 1.574], [1.361, -3.581, 1.348], [2.428, -3.789, 2.169], [2.344, -4.672, 3.290], [1.106, -5.343, 3.450], [0.054, -5.119, 2.609], [1.359, -2.896, 0.510], [3.342, -3.249, 1.946], [3.183, -4.850, 3.948], [0.962, -6.061, 4.252], [-0.914, -5.592, 2.684], [-3.771, -1.863, 2.521], [-2.314, -1.784, 2.815], [-1.408, -1.198, 2.073], [-0.199, -1.368, 2.730], [-0.381, -2.081, 3.866], [-1.743, -2.331, 3.919], [-3.929, -1.594, 1.480], [-4.342, -1.174, 3.149], [-4.153, -2.875, 2.672], [0.716, -0.998, 2.299], [0.312, -2.484, 4.583], [-2.207, -2.940, 4.568], [0.660, -0.864, -3.755], [1.082, -1.701, -2.537], [2.599, -1.921, -2.575], [0.391, -3.064, -2.638], [0.711, -1.077, -1.274], [0.916, -1.378, -4.689], [1.145, 0.113, -3.751], [-0.422, -0.706, -3.730], [2.904, -2.491, -3.461], [2.907, -2.470, -1.682], [3.123, -0.959, -2.586], [0.551, -3.523, -3.621], [-0.686, -2.950, -2.475], [0.765, -3.745, -1.870]], "energy_ev": -108566.31676, "lumo_energy_ev": [3.9, 3.9], "spin_multiplicity": 5, "charge": -2, "homo_energy_ev": [0.86, 0.03], "e_above_lowest_ev": 0.000, "homo_lumo_gap_ev": [3.00, 3.84], "molar_mass_g_mol": 773.75}

***

Record 2
{"formula": "C29H32CdN5O3S", "method": "wB97M-V/def2-TZVPD", "elements": ["Cd", "O", "C", "C", "C", "C", "C", "C", "C", "O", "N", "N", "C", "C", "C", "C", "C", "C", "C", "O", "H", "H", "H", "H", "H", "H", "H", "H", "H", "H", "S", "C", "C", "C", "C", "C", "C", "C", "C", "C", "N", "H", "H", "H", "H", "H", "H", "C", "N", "C", "C", "C", "N", "C", "C", "H", "H", "H", "H", "H", "H", "H", "H", "H", "H", "H", "H", "H", "H", "H", "H"], "positions_angstrom": [[0.142, -0.061, -0.386], [4.033, -1.304, 2.149], [4.004, -0.280, 3.020], [5.089, -0.119, 3.885], [5.105, 0.912, 4.805], [4.040, 1.804, 4.880], [2.963, 1.647, 4.025], [2.920, 0.614, 3.090], [1.754, 0.455, 2.162], [1.849, -0.451, 1.252], [0.742, 1.260, 2.372], [-0.306, 1.066, 1.482], [-1.371, 1.710, 1.774], [-2.640, 1.684, 1.064], [-3.640, 2.526, 1.575], [-4.910, 2.593, 1.045], [-5.213, 1.771, -0.047], [-4.263, 0.929, -0.574], [-2.935, 0.846, -0.063], [-2.102, 0.045, -0.623], [3.173, -1.221, 1.643], [5.910, -0.822, 3.811], [5.956, 1.023, 5.467], [4.056, 2.616, 5.597], [2.120, 2.323, 4.057], [-1.328, 2.341, 2.665], [-3.387, 3.147, 2.430], [-5.653, 3.257, 1.467], [-6.206, 1.798, -0.483], [-4.491, 0.298, -1.426], [2.730, 1.160, -4.142], [3.593, 0.006, -3.218], [2.894, -0.381, -2.117], [1.616, 0.252, -1.965], [1.407, 1.129, -2.991], [0.236, 1.995, -3.196], [-0.087, 2.535, -4.446], [-1.215, 3.322, -4.573], [-2.010, 3.549, -3.459], [-1.621, 2.971, -2.260], [-0.529, 2.227, -2.123], [4.575, -0.311, -3.539], [3.287, -1.098, -1.406], [0.537, 2.316, -5.304], [-1.480, 3.744, -5.535], [-2.908, 4.149, -3.514], [-2.216, 3.107, -1.362], [-1.823, -1.958, 1.857], [-0.551, -2.261, 1.217], [0.474, -2.434, 2.235], [-0.658, -3.441, 0.373], [-1.285, -3.139, -0.981], [-0.393, -2.352, -1.821], [0.738, -3.132, -2.291], [-1.111, -1.772, -2.951], [-2.142, -2.785, 2.517], [-2.595, -1.778, 1.114], [-1.721, -1.053, 2.455], [0.248, -3.289, 2.897], [0.541, -1.532, 2.843], [1.445, -2.593, 1.767], [-1.239, -4.235, 0.873], [0.349, -3.835, 0.220], [-2.199, -2.561, -0.840], [-1.553, -4.090, -1.476], [0.410, -4.018, -2.862], [1.357, -3.465, -1.458], [1.359, -2.509, -2.934], [-1.556, -2.553, -3.590], [-0.417, -1.184, -3.553], [-1.895, -1.112, -2.579]], "energy_ev": -59587.15742, "lumo_energy_ev": 2.6, "charge": -1, "homo_energy_ev": -4.36, "homo_lumo_gap_ev": 6.98, "molar_mass_g_mol": 643.09}

***

Record 3
{"formula": "C29H32ClN2O4PdSSb", "method": "wB97M-V/def2-TZVPD", "elements": ["Pd", "C", "C", "C", "C", "C", "C", "Sb", "C", "C", "C", "C", "C", "C", "C", "C", "C", "C", "C", "C", "H", "H", "H", "H", "H", "H", "H", "H", "H", "H", "H", "H", "H", "H", "H", "Cl", "C", "H", "H", "N", "C", "C", "C", "C", "C", "C", "S", "O", "O", "O", "H", "H", "H", "H", "H", "H", "C", "N", "C", "C", "C", "O", "H", "H", "H", "H", "H", "H", "H", "H", "H"], "positions_angstrom": [[-0.135, 1.652, -0.395], [7.627, 0.995, 0.675], [7.090, 0.642, -0.555], [5.723, 0.770, -0.784], [4.853, 1.247, 0.198], [5.423, 1.607, 1.423], [6.785, 1.482, 1.667], [2.692, 1.812, -0.193], [2.168, 0.887, 1.703], [1.132, 1.467, 2.440], [0.669, 0.876, 3.607], [1.230, -0.313, 4.057], [2.275, -0.889, 3.350], [2.746, -0.284, 2.188], [2.560, 0.133, -1.573], [1.885, 0.327, -2.780], [1.722, -0.712, -3.686], [2.211, -1.979, -3.389], [2.881, -2.189, -2.194], [3.063, -1.136, -1.302], [8.690, 0.891, 0.859], [7.736, 0.261, -1.339], [5.326, 0.484, -1.753], [4.783, 1.988, 2.215], [7.192, 1.762, 2.633], [0.653, 2.370, 2.071], [-0.154, 1.330, 4.146], [0.851, -0.790, 4.954], [2.722, -1.815, 3.696], [3.579, -0.732, 1.658], [1.442, 1.296, -2.986], [1.186, -0.541, -4.612], [2.055, -2.799, -4.080], [3.256, -3.176, -1.948], [3.606, -1.315, -0.382], [-0.247, 4.867, 0.040], [-0.087, 3.515, -1.235], [0.807, 3.825, -1.781], [-0.941, 3.709, -1.893], [-0.264, -0.581, 0.143], [-1.435, -1.284, -0.187], [-2.034, -1.095, -1.433], [-3.207, -1.756, -1.750], [-3.819, -2.597, -0.827], [-3.224, -2.788, 0.411], [-2.035, -2.143, 0.728], [-5.407, -3.333, -1.199], [-5.510, -4.492, -0.322], [-6.366, -2.272, -0.874], [-5.362, -3.649, -2.620], [0.215, -0.880, 0.979], [0.363, -0.399, -0.640], [-1.566, -0.411, -2.134], [-3.672, -1.625, -2.719], [-3.702, -3.454, 1.118], [-1.574, -2.287, 1.699], [-5.680, 0.657, -0.508], [-4.429, 1.210, -0.012], [-3.695, 2.156, -0.832], [-3.910, 0.853, 1.195], [-4.684, -0.184, 1.978], [-2.875, 1.347, 1.622], [-5.935, 1.165, -1.436], [-6.499, 0.825, 0.197], [-5.624, -0.418, -0.695], [-3.909, 3.196, -0.563], [-3.960, 1.996, -1.877], [-2.622, 2.007, -0.717], [-5.590, 0.269, 2.391], [-4.053, -0.517, 2.798], [-4.990, -1.037, 1.370]], "energy_ev": -75138.59784, "lumo_energy_ev": [4.3, 4.3], "charge": -2, "homo_energy_ev": [-1.06, -1.06], "homo_lumo_gap_ev": [5.33, 5.33], "molar_mass_g_mol": 768.29}

***

Record 4
{"formula": "C29H32F16O5", "method": "wB97M-V/def2-TZVPD", "elements": ["C", "O", "C", "C", "C", "C", "C", "C", "C", "C", "C", "C", "C", "C", "C", "C", "C", "O", "C", "C", "C", "O", "H", "H", "H", "H", "H", "H", "H", "H", "H", "H", "H", "H", "H", "H", "H", "H", "H", "H", "H", "H", "H", "H", "H", "H", "C", "C", "C", "F", "F", "F", "F", "O", "C", "C", "F", "F", "F", "F", "H", "H", "H", "H", "C", "C", "C", "F", "F", "F", "F", "O", "C", "C", "F", "F", "F", "F", "H", "H", "H", "H"], "positions_angstrom": [[-1.901, 2.442, -0.552], [-1.372, 2.531, -1.853], [-0.363, 1.565, -2.094], [0.215, 1.767, -3.471], [1.379, 0.788, -3.689], [2.756, 1.398, -3.380], [3.701, 0.384, -2.687], [3.783, 0.674, -1.201], [4.530, -0.349, -0.339], [4.310, -1.844, -0.673], [3.870, -2.659, 0.523], [4.725, -3.637, 1.050], [4.375, -4.388, 2.174], [3.152, -4.176, 2.820], [2.288, -3.210, 2.309], [2.624, -2.469, 1.167], [1.600, -1.513, 0.665], [1.380, -1.340, -0.505], [0.801, -0.851, 1.724], [0.507, -1.546, 2.819], [0.987, -2.935, 2.961], [0.356, -3.777, 3.542], [-2.920, 2.813, -0.572], [-1.927, 1.412, -0.194], [-1.322, 3.036, 0.157], [-0.757, 0.555, -1.981], [0.439, 1.695, -1.354], [-0.572, 1.567, -4.195], [0.538, 2.796, -3.559], [1.365, 0.435, -4.716], [1.206, -0.089, -3.068], [2.637, 2.283, -2.762], [3.207, 1.664, -4.330], [3.301, -0.605, -2.887], [4.685, 0.437, -3.149], [2.786, 0.862, -0.816], [4.313, 1.623, -1.101], [4.210, -0.196, 0.692], [5.592, -0.130, -0.338], [3.581, -1.995, -1.456], [5.265, -2.262, -0.972], [5.680, -3.810, 0.580], [5.060, -5.133, 2.546], [2.862, -4.734, 3.696], [0.445, 0.153, 1.571], [-0.087, -1.098, 3.599], [-1.343, 6.168, -6.255], [-2.670, 6.918, -6.439], [-2.749, 8.377, -5.984], [-2.492, 8.510, -4.669], [-4.002, 8.831, -6.217], [-3.683, 6.205, -5.906], [-2.870, 6.972, -7.789], [-1.182, 5.337, -5.123], [-0.737, 5.807, -3.918], [-1.792, 5.685, -2.813], [-2.949, 6.276, -3.175], [-1.321, 6.304, -1.705], [-0.231, 7.052, -4.017], [0.268, 4.994, -3.528], [-1.319, 5.466, -7.087], [-0.491, 6.836, -6.388], [-2.044, 8.989, -6.554], [-1.970, 4.629, -2.595], [-2.714, -4.159, 6.604], [-1.777, -5.328, 6.936], [-1.370, -6.268, 5.800], [-2.438, -6.867, 5.234], [-0.567, -7.234, 6.307], [-2.264, -6.030, 7.982], [-0.607, -4.752, 7.340], [-4.101, -4.302, 6.851], [-4.962, -4.850, 5.942], [-5.583, -6.160, 6.442], [-4.637, -7.039, 6.822], [-6.302, -6.707, 5.436], [-4.402, -4.990, 4.728], [-5.994, -3.986, 5.810], [-2.417, -3.377, 7.300], [-2.522, -3.773, 5.602], [-0.817, -5.715, 5.036], [-6.241, -5.955, 7.289]], "energy_ev": -84308.47776, "lumo_energy_ev": -1.2, "charge": 0, "homo_energy_ev": -9.75, "smiles": "COCCCCCCCCc1cccc2c1C(=O)C=CC2=O.FC(F)C(F)(F)COC(F)(F)C(F)F.FC(F)C(F)(F)COC(F)(F)C(F)F", "homo_lumo_gap_ev": 8.53, "molar_mass_g_mol": 764.54}

***

Record 5
{"formula": "C29H32N4O3", "method": "wB97M-V/def2-TZVPD", "elements": ["C", "H", "O", "C", "C", "C", "C", "C", "C", "H", "H", "O", "C", "H", "H", "H", "N", "C", "N", "C", "C", "C", "C", "C", "C", "C", "O", "H", "H", "H", "H", "C", "N", "H", "C", "C", "C", "N", "C", "C", "H", "H", "H", "H", "C", "C", "C", "C", "C", "C", "C", "H", "H", "H", "H", "H", "H", "H", "H", "H", "H", "H", "H", "H", "H", "H", "H", "H"], "positions_angstrom": [[1.582, -0.351, -3.812], [2.250, -0.057, -4.620], [0.354, -0.660, -4.426], [-0.656, -1.133, -3.648], [-0.596, -1.270, -2.265], [-1.690, -1.758, -1.573], [-2.864, -2.138, -2.233], [-2.916, -1.989, -3.614], [-1.829, -1.492, -4.307], [-1.869, -1.384, -5.379], [-3.801, -2.267, -4.163], [-3.870, -2.613, -1.443], [-5.058, -3.039, -2.065], [-5.698, -3.394, -1.258], [-4.872, -3.858, -2.767], [-5.556, -2.215, -2.586], [-1.605, -1.934, -0.161], [-2.321, -1.153, 0.708], [-2.328, -1.322, 1.981], [-1.594, -2.341, 2.524], [-1.620, -2.543, 3.908], [-0.877, -3.556, 4.468], [-0.091, -4.389, 3.671], [-0.053, -4.204, 2.308], [-0.803, -3.181, 1.722], [-0.785, -2.984, 0.279], [-0.136, -3.636, -0.513], [0.543, -4.833, 1.665], [0.486, -5.179, 4.127], [-0.900, -3.711, 5.537], [-2.232, -1.890, 4.511], [-3.070, 0.050, 0.183], [-2.496, 1.311, 0.608], [-2.468, 1.349, 1.621], [-1.197, 1.654, 0.053], [0.009, 1.064, 0.795], [1.309, 1.560, 0.173], [1.376, 3.006, 0.217], [0.289, 3.589, -0.543], [-1.049, 3.178, 0.062], [-1.099, 3.532, 1.092], [-1.868, 3.630, -0.497], [0.388, 4.677, -0.508], [0.323, 3.278, -1.606], [2.676, 3.494, -0.208], [3.749, 3.117, 0.779], [4.973, 2.618, 0.358], [5.954, 2.296, 1.280], [5.717, 2.463, 2.633], [4.495, 2.955, 3.061], [3.518, 3.283, 2.139], [2.561, 3.663, 2.460], [4.305, 3.085, 4.116], [6.482, 2.209, 3.352], [6.905, 1.910, 0.940], [5.162, 2.482, -0.698], [2.618, 4.587, -0.260], [2.946, 3.125, -1.216], [2.162, 1.159, 0.727], [1.380, 1.192, -0.871], [-0.028, 1.380, 1.840], [-0.006, -0.026, 0.771], [-1.187, 1.308, -0.989], [-3.109, 0.046, -0.907], [-4.089, 0.008, 0.575], [0.291, -1.022, -1.706], [2.001, -1.218, -3.292], [1.481, 0.482, -3.108]], "energy_ev": -42695.79729, "lumo_energy_ev": 0.7, "charge": 0, "homo_energy_ev": -8.21, "smiles": "COc1ccc(OC)c(-n2c(CNC3CCN(Cc4ccccc4)CC3)nc3ccccc3c2=O)c1", "e_above_lowest_ev": 1.143, "homo_lumo_gap_ev": 8.88, "molar_mass_g_mol": 484.60}

***

Record 6
{"formula": "C29H32N4O3", "method": "wB97M-V/def2-TZVPD", "elements": ["C", "C", "N", "C", "C", "C", "C", "C", "C", "C", "C", "C", "C", "C", "C", "C", "N", "C", "C", "C", "C", "C", "C", "C", "C", "C", "C", "H", "H", "H", "H", "H", "H", "H", "H", "H", "H", "H", "H", "H", "H", "H", "H", "H", "H", "H", "H", "H", "H", "H", "H", "H", "H", "H", "H", "H", "C", "C", "O", "N", "C", "O", "N", "C", "O", "H", "H", "H"], "positions_angstrom": [[-6.072, 0.073, 2.918], [-6.108, -1.268, 3.624], [-4.866, -1.988, 3.463], [-4.958, -3.417, 3.678], [-3.779, -4.147, 3.068], [-2.470, -3.579, 3.602], [-2.458, -2.085, 3.615], [-3.666, -1.344, 3.464], [-3.589, 0.079, 3.369], [-2.357, 0.703, 3.327], [-1.135, -0.024, 3.483], [0.113, 0.620, 3.310], [1.361, -0.030, 3.151], [2.581, 0.701, 3.302], [3.812, 0.075, 3.308], [3.889, -1.350, 3.237], [5.090, -1.992, 3.267], [6.332, -1.270, 3.111], [6.286, 0.074, 3.811], [5.063, 0.888, 3.400], [5.184, -3.422, 3.061], [4.003, -4.149, 3.671], [2.693, -3.586, 3.133], [2.684, -2.093, 3.080], [1.496, -1.424, 2.862], [-1.267, -1.413, 3.798], [-4.844, 0.891, 3.311], [-6.056, -0.093, 1.835], [-6.979, 0.628, 3.166], [-6.315, -1.111, 4.696], [-6.910, -1.897, 3.224], [-4.993, -3.631, 4.758], [-5.901, -3.762, 3.241], [-3.851, -5.211, 3.301], [-3.802, -4.035, 1.979], [-2.287, -3.955, 4.620], [-1.642, -3.949, 2.983], [-2.313, 1.782, 3.154], [0.118, 1.710, 3.304], [2.535, 1.785, 3.435], [7.133, -1.895, 3.521], [6.545, -1.118, 2.040], [6.257, -0.086, 4.894], [7.196, 0.629, 3.571], [5.261, 1.376, 2.432], [4.908, 1.694, 4.127], [5.224, -3.641, 1.982], [6.127, -3.763, 3.503], [4.077, -5.214, 3.444], [4.025, -4.031, 4.760], [2.498, -3.988, 2.128], [1.870, -3.938, 3.769], [0.646, -1.991, 2.478], [-0.412, -1.975, 4.178], [-4.705, 1.708, 2.592], [-5.026, 1.366, 4.289], [-0.277, 5.048, 3.022], [0.983, 5.665, 2.790], [2.095, 5.246, 3.141], [0.927, 6.886, 2.081], [-0.203, 7.527, 1.580], [-0.170, 8.578, 0.965], [-1.374, 6.828, 1.863], [-1.500, 5.602, 2.555], [-2.635, 5.125, 2.693], [-0.311, 4.133, 3.593], [1.799, 7.362, 1.896], [-2.217, 7.261, 1.516]], "energy_ev": -42696.15021, "lumo_energy_ev": -2.1, "charge": 0, "homo_energy_ev": -5.97, "e_above_lowest_ev": 0.791, "homo_lumo_gap_ev": 3.85, "molar_mass_g_mol": 484.60}